(1)
{"formula": "C2H8NPS", "method": "wB97M-V/def2-TZVPD", "species": ["C", "C", "N", "P", "S", "H", "H", "H", "H", "H", "H", "H", "H"], "coordinates": [[-1.1430, 0.9764, 0.8891], [1.8402, -1.0758, 0.5582], [-0.8261, 0.8926, -1.7132], [-1.5263, -0.0382, -0.4216], [-3.1479, -1.0418, -0.5890], [-0.2200, 1.3997, 0.8142], [-1.6035, 0.9555, 1.8396], [2.5037, -0.2692, 0.0222], [1.0339, -1.4777, -0.0966], [1.2494, -0.6391, 1.3916], [0.1016, 0.5301, -1.9892], [-0.8363, 1.8761, -1.5414], [2.5741, -2.0886, 0.8362]], "fmax_ha_per_bohr": 0.0774, "homo_lumo_gap_ev": [7.67, 7.25], "e_tot_ev": -23814.485, "homo_ha": [-0.2537, -0.3538], "spin_multiplicity": 3}

(2)
{"formula": "C2H8NS", "method": "wB97M-V/def2-TZVPD", "species": ["S", "H", "C", "N", "C", "H", "H", "H", "H", "H", "H", "H"], "coordinates": [[0.9001, -1.6746, 1.3405], [1.6937, -0.7622, 1.9288], [-1.5010, 0.8682, -0.1054], [-0.4023, 0.4963, -0.9812], [0.1511, 1.6640, -1.6190], [-2.3125, 1.3005, -0.7102], [-1.2104, 1.6535, 0.6126], [-1.8590, 0.0102, 0.4628], [0.3217, 0.0755, -0.3779], [0.3492, 2.4978, -0.9242], [1.1002, 1.4197, -2.0963], [-0.5046, 2.0708, -2.3905]], "total_charge": -1, "fmax_ha_per_bohr": 0.0110, "homo_lumo_gap_ev": 6.69, "e_tot_ev": -14529.747, "homo_ha": -0.0979}

(3)
{"formula": "C2H8NS", "method": "wB97M-V/def2-TZVPD", "species": ["S", "H", "C", "N", "C", "H", "H", "H", "H", "H", "H", "H"], "coordinates": [[-0.9687, -0.5567, -2.9775], [-1.2280, -0.3425, -4.2651], [0.5456, 1.0262, 0.0469], [0.6745, 0.2066, 1.2157], [-0.2389, -0.9200, 1.3059], [1.4815, 1.5546, -0.1829], [0.6664, 0.3697, -0.8303], [-0.2947, 1.6966, -0.1434], [0.6613, 0.7392, 2.0767], [-1.2986, -0.6661, 1.1954], [0.0080, -1.5955, 2.1230], [-0.0085, -1.5121, 0.4356]], "total_charge": -1, "fmax_ha_per_bohr": 0.0502, "homo_lumo_gap_ev": 6.39, "e_tot_ev": -14529.191, "homo_ha": -0.0899}

(4)
{"formula": "C2H8NS", "method": "wB97M-V/def2-TZVPD", "species": ["S", "H", "C", "N", "C", "H", "H", "H", "H", "H", "H", "H"], "coordinates": [[1.6956, -0.9399, 2.3904], [0.6987, -0.2382, 2.9539], [0.4446, 0.9380, -1.1348], [0.0390, -0.4630, -0.9206], [-1.0890, -0.5297, 0.0169], [1.5171, 1.0405, -0.9814], [0.2682, 1.1494, -2.1921], [-0.1384, 1.6232, -0.5224], [0.7856, -0.8489, -0.3357], [-1.3339, -1.5844, 0.1819], [-2.0091, -0.1256, -0.4148], [-0.8784, -0.0215, 0.9588]], "total_charge": -1, "fmax_ha_per_bohr": 0.0233, "homo_lumo_gap_ev": 6.89, "e_tot_ev": -14529.578, "homo_ha": -0.0983}

(5)
{"formula": "C2H8NS", "method": "wB97M-V/def2-TZVPD", "species": ["S", "H", "C", "N", "C", "H", "H", "H", "H", "H", "H", "H"], "coordinates": [[1.2823, -2.1858, 1.5371], [1.9528, -2.1135, 2.7047], [-1.1307, 0.0931, 0.4293], [-0.1216, -0.1857, -0.5508], [0.3048, 0.9636, -1.3665], [-2.0456, 0.4425, -0.0632], [-0.7820, 0.8978, 1.1154], [-1.3934, -0.7787, 1.0217], [0.6545, -0.7570, -0.2245], [0.8198, 1.6225, -0.6480], [0.9721, 0.5111, -2.0954], [-0.5130, 1.4898, -1.8597]], "total_charge": -1, "fmax_ha_per_bohr": 0.0450, "homo_lumo_gap_ev": 6.75, "e_tot_ev": -14529.491, "homo_ha": -0.0978}

(6)
{"formula": "C2H8NS", "method": "wB97M-V/def2-TZVPD", "species": ["S", "H", "C", "C", "N", "H", "H", "H", "H", "H", "H", "H"], "coordinates": [[0.1295, 2.5666, -1.8122], [-0.2510, 3.3860, -0.8442], [0.5808, -1.0141, 1.1523], [0.2495, -0.4803, -0.2237], [-1.1185, -0.3061, -0.6998], [0.1361, -0.4260, 1.9977], [1.6031, -0.9886, 1.3462], [0.1533, -2.0064, 1.3818], [0.7549, -1.1482, -0.8857], [0.7659, 0.4582, -0.1184], [-1.2041, 0.3609, -1.3943], [-1.7994, -0.4021, 0.1001]], "total_charge": -1, "fmax_ha_per_bohr": 0.1052, "homo_lumo_gap_ev": 6.49, "e_tot_ev": -14529.279, "homo_ha": -0.0933}